Entry 1:
Molecular formula: C5H8N
Method: DFT, ωB97M-V/def2-TZVPD

Structure (XYZ):
```
14
Properties=species:S:1:pos:R:3:forces:R:3
C 0.029400 -0.910498 0.824889 -1.0 -0.4 2.1
C -0.889626 -0.143767 0.160086 2.1 -1.9 -2.3
C 0.055811 -0.717107 -0.895934 -1.5 3.0 1.7
C 1.239787 -0.689261 0.023644 1.0 -0.8 -2.2
C -2.288326 0.322369 0.138842 -0.8 0.2 -0.1
N 1.907410 0.646334 0.239837 -0.3 -1.5 2.7
H -0.367757 -1.249220 -1.747844 0.9 -0.8 0.3
H 2.099618 -1.384358 -0.028866 -1.1 -0.2 0.0
H -2.567460 0.514316 -0.938695 0.1 0.0 1.3
H -2.385502 1.270056 0.771286 -0.2 -1.4 -0.8
H -2.969625 -0.528377 0.525436 1.1 1.5 -0.3
H 2.298737 1.067931 -0.523163 1.2 1.0 -3.2
H 2.697283 0.588410 0.925151 -1.2 0.1 0.0
H 1.140247 1.213170 0.525336 -0.4 1.2 0.9
```
Positions in Å, forces in eV/Å.

Summary:
* SMILES: CC1=C2[C@@H]1[C@H]2[NH3+]
* F_max: 3.81 eV Å⁻¹
* total charge: +1
* total energy: -249.63490 hartree
* multiplicity: 1
* energy above the lowest of the compared OMol25 structures with the same formula, charge and spin: 119.4 kcal/mol

=====

Entry 2:
Molecular formula: C5H8N
Method: DFT, ωB97M-V/def2-TZVPD

Structure (XYZ):
```
14
Properties=species:S:1:pos:R:3:forces:R:3
C 1.616765 -1.271776 -0.521452 1.0 -0.7 -0.1
C 0.777268 -0.378000 -0.396743 -2.4 0.7 -0.4
C -1.524797 -0.753019 0.552562 0.0 1.4 -0.6
C -0.736644 -0.345826 -0.653169 -0.5 -0.4 0.9
C 1.246349 0.890418 0.206638 2.7 -1.1 -0.6
N -1.771730 0.517359 -0.184000 1.4 -0.9 0.0
H 2.432583 -1.962988 -0.541856 0.0 -0.3 -0.1
H -2.292317 -1.457170 0.400192 -0.9 -0.7 0.0
H -1.019417 -0.814827 1.514855 0.0 0.4 -0.1
H -0.842021 -0.720609 -1.609037 -0.8 -1.0 -1.8
H 2.160829 0.635082 0.653549 1.6 0.7 0.7
H 0.595718 1.065034 0.949300 -2.5 1.0 2.7
H 1.336103 1.653409 -0.496112 0.0 1.2 -1.2
H -1.628222 1.486414 0.075566 0.2 -0.3 0.7
```
Positions in Å, forces in eV/Å.

Summary:
* F_max: 3.82 eV Å⁻¹
* total charge: +1
* total energy: -249.59600 hartree
* multiplicity: 1
* energy above the lowest of the compared OMol25 structures with the same formula, charge and spin: 143.8 kcal/mol

=====

Entry 3:
Molecular formula: C5H8N
Method: DFT, ωB97M-V/def2-TZVPD

Structure (XYZ):
```
14
Properties=species:S:1:pos:R:3:forces:R:3
C -1.541604 -1.935382 -0.406953 -0.4 -1.3 1.3
C -0.366482 0.308520 0.492204 -1.3 -1.3 2.3
C -1.153503 -0.756179 -0.362130 0.7 0.8 -1.4
C -1.082920 0.255852 -1.543366 -3.9 0.0 -0.8
C 1.681249 0.861742 1.450570 2.3 -1.4 0.0
N 0.847944 -0.039426 0.650733 0.5 1.5 0.2
H -1.973917 -2.971930 -0.260809 0.6 1.8 -0.4
H -0.118996 0.679593 -1.622921 1.3 -0.3 -1.0
H -1.644604 1.152894 -1.128052 0.1 -1.2 -0.7
H -1.649214 -0.243832 -2.400581 1.4 1.3 0.7
H 2.475086 1.328490 0.875269 0.1 -0.3 -0.2
H 1.158420 1.613552 1.890953 -2.3 2.2 0.6
H 2.091182 0.412104 2.359934 0.2 -0.8 -0.6
H 1.277358 -0.665997 0.005149 0.7 -1.0 0.0
```
Positions in Å, forces in eV/Å.

Summary:
* F_max: 4.00 eV Å⁻¹
* total charge: +1
* total energy: -249.57355 hartree
* multiplicity: 1
* energy above the lowest of the compared OMol25 structures with the same formula, charge and spin: 157.9 kcal/mol

=====

Entry 4:
Molecular formula: C5H8N
Method: DFT, ωB97M-V/def2-TZVPD

Structure (XYZ):
```
14
Properties=species:S:1:pos:R:3:forces:R:3
C 1.214323 -0.133406 0.091662 -0.8 2.0 -0.9
C 2.063762 0.836591 -0.029557 1.8 0.2 0.9
C 0.631779 -1.431211 0.024638 0.4 -1.4 -2.4
C -1.330049 0.347221 0.795923 1.7 3.1 -2.0
C -0.221834 -0.187401 0.062189 -0.4 -1.4 -0.1
N -1.332639 0.337822 -0.723017 -0.4 1.3 -1.5
H 1.892972 1.878325 0.182976 -0.7 0.2 -0.5
H 3.099237 0.600701 -0.067886 0.9 -0.2 -0.2
H 0.898608 -2.187618 -0.809061 -1.1 1.5 1.2
H 0.463558 -1.830345 0.953829 0.2 -1.7 2.2
H -2.105303 -0.120738 1.191133 -3.1 -2.7 1.7
H -1.355576 1.389593 1.057606 0.7 0.3 0.7
H -2.093063 -0.138352 -1.206496 0.5 -1.0 0.3
H -1.214723 1.222095 -1.230354 0.3 -0.1 0.6
```
Positions in Å, forces in eV/Å.

Summary:
* SMILES: C=C1C[C@@]12C[NH2+]2
* F_max: 4.49 eV Å⁻¹
* total charge: +1
* total energy: -249.66506 hartree
* multiplicity: 1
* energy above the lowest of the compared OMol25 structures with the same formula, charge and spin: 100.5 kcal/mol

=====

Entry 5:
Molecular formula: C5H8N
Method: DFT, ωB97M-V/def2-TZVPD

Structure (XYZ):
```
14
Properties=species:S:1:pos:R:3:forces:R:3
C 1.151591 1.418789 -0.545097 -1.1 -2.9 1.0
C 1.163010 0.074324 -0.015079 1.4 3.5 -0.9
C -1.514564 0.805137 0.428375 0.8 -1.2 0.9
C 0.039263 0.863486 0.057656 -2.0 -0.5 -0.9
C 2.168971 -0.917900 0.315394 0.9 -1.3 0.5
N -2.353281 -0.400364 0.258589 2.2 -0.8 0.4
H 1.656115 2.186320 -1.140019 -0.3 -0.2 0.5
H -1.517175 0.938252 1.498363 0.4 0.1 0.6
H -2.055551 1.652759 0.119423 -0.2 1.1 -1.1
H 2.379469 -0.680602 1.357813 0.0 0.4 0.5
H 3.222222 -0.689515 -0.168957 -2.5 -1.2 0.4
H 1.734169 -1.977937 0.508102 1.1 1.6 -1.2
H -2.440412 -0.745766 -0.683577 -0.2 0.5 -0.6
H -1.890064 -1.212094 0.721899 -0.7 0.9 0.0
```
Positions in Å, forces in eV/Å.

Summary:
* F_max: 3.92 eV Å⁻¹
* total charge: +1
* total energy: -249.68756 hartree
* multiplicity: 1
* energy above the lowest of the compared OMol25 structures with the same formula, charge and spin: 86.3 kcal/mol

=====

Entry 6:
Molecular formula: C5H8N
Method: DFT, ωB97M-V/def2-TZVPD

Structure (XYZ):
```
14
Properties=species:S:1:pos:R:3:forces:R:3
C -1.939367 -0.920945 -0.199554 -1.3 -0.8 0.0
C 1.565796 0.087886 1.055174 0.2 -0.9 -0.4
C -0.891311 -0.750309 0.546611 3.1 1.2 0.0
C 0.763283 1.351190 1.179330 0.5 -1.0 0.1
C 0.231791 0.247729 0.291267 0.9 -0.4 -0.6
N 0.287194 0.877889 -1.140757 3.0 -0.2 -0.7
H -2.149307 -0.270032 -1.065132 -0.4 -0.7 0.6
H -2.538569 -1.783926 0.178567 -0.1 1.0 -1.2
H 2.604185 0.228630 0.524157 -1.9 -0.2 1.4
H 1.527612 -0.829122 1.798259 0.1 2.0 -1.5
H -0.529451 -1.437702 1.284555 -0.6 -0.3 0.6
H 1.324946 1.238326 -1.391959 -3.0 -0.5 1.2
H -0.369006 1.641221 -1.048917 -0.1 0.8 -0.6
H 0.112202 0.319166 -2.011601 -0.5 -0.1 1.3
```
Positions in Å, forces in eV/Å.

Summary:
* F_max: 3.36 eV Å⁻¹
* total charge: +1
* total energy: -249.58157 hartree
* multiplicity: 1
* energy above the lowest of the compared OMol25 structures with the same formula, charge and spin: 152.8 kcal/mol

=====

Entry 7:
Molecular formula: C5H8N
Method: DFT, ωB97M-V/def2-TZVPD

Structure (XYZ):
```
14
Properties=species:S:1:pos:R:3:forces:R:3
C -1.920079 -0.945733 0.599131 -1.5 -2.0 1.6
C -0.576793 -0.620164 0.325209 -0.1 -1.0 -0.1
C 0.447164 -0.077514 0.058568 2.5 0.5 -0.8
C -2.635259 -2.042799 1.037190 3.3 1.8 -0.5
C 1.731561 1.594889 -1.172261 0.4 1.4 -1.8
N 1.749340 0.533088 -0.155895 -0.7 -0.3 1.9
H -3.604412 -1.897505 1.329688 -2.5 0.9 0.3
H -2.358467 -3.025855 1.378246 1.0 -0.3 -0.8
H -2.361010 0.020801 0.693206 -1.3 0.4 -0.3
H 1.090218 1.312539 -1.981278 -0.8 -0.3 -0.1
H 1.366427 2.483495 -0.694703 -0.1 0.5 -0.1
H 2.677484 1.794771 -1.739679 -0.2 -0.4 1.4
H 1.907970 1.002233 0.815206 0.8 -1.3 -2.0
H 2.485855 -0.132246 -0.492626 -0.7 0.1 1.3
```
Positions in Å, forces in eV/Å.

Summary:
* SMILES: C=CC#C[NH2+]C
* F_max: 3.78 eV Å⁻¹
* total charge: +1
* total energy: -249.66172 hartree
* multiplicity: 1
* energy above the lowest of the compared OMol25 structures with the same formula, charge and spin: 102.5 kcal/mol

=====

Entry 8:
Molecular formula: C5H8N
Method: DFT, ωB97M-V/def2-TZVPD

Structure (XYZ):
```
14
Properties=species:S:1:pos:R:3:forces:R:3
C 0.097398 1.207694 -0.050246 0.8 0.6 0.3
C 1.067853 0.344742 -0.083085 -0.6 1.0 0.3
C -1.254980 0.723105 -0.387506 1.0 -0.8 -0.8
C -1.223215 -0.739306 -0.700950 -2.3 1.8 -0.4
C 2.274813 -0.376267 -0.033712 0.9 -0.7 -0.3
N -1.789044 -0.279680 0.565629 -0.8 -0.6 1.1
H 0.244702 2.253226 0.208864 -0.2 0.1 0.1
H -1.997191 1.428644 -0.758281 0.0 -0.4 -0.2
H -1.905706 -1.209393 -1.394572 0.3 -0.6 0.0
H 2.661767 -0.465937 0.984773 0.0 0.1 -0.1
H 3.027464 0.066455 -0.692708 0.1 0.0 0.1
H 2.091569 -1.387065 -0.416723 0.3 -0.2 0.1
H -1.273994 -0.461480 1.426998 0.2 0.2 -0.1
H -2.800590 -0.301669 0.706306 0.1 -0.3 -0.1
```
Positions in Å, forces in eV/Å.

Summary:
* F_max: 2.92 eV Å⁻¹
* total charge: +1
* total energy: -249.58442 hartree
* multiplicity: 3
* energy above the lowest of the compared OMol25 structures with the same formula, charge and spin: 70.1 kcal/mol